(1)
This record from the OMol25 dataset describes a cluster of 2 separate species, HNO2S2 in total. The level of theory is the ωB97M-V functional and the def2-TZVPD basis.

Cartesian coordinates (Å):
S (-0.8993, 1.8987, -0.4644)
S (-1.3056, 0.3599, 0.6670)
O (0.6087, -1.2677, 0.1068)
O (2.6127, -0.4957, -0.3786)
N (1.4527, -0.4945, -0.1205)
H (-2.4692, -0.0006, 0.1897)

Computed properties:
Relative energy (zero: lowest compared OMol25 entry of this formula, charge and spin) = 53.0 kcal/mol
E_HOMO (alpha / beta) = -9.228 / -8.818 eV
LUMO energy (alpha / beta) = -0.063 / -0.054 hartree

These are the Mulliken partial charges, in e, on atoms 1 to 2:
1 S -0.14
2 S -0.05

(2)
This record from the OMol25 dataset describes an isolated molecule of HNO3. The level of theory is the ωB97M-V functional and the def2-TZVPD basis.

Cartesian coordinates (Å):
O (1.3153, -0.4652, -0.0690)
O (-1.8350, 0.6179, -0.1112)
O (0.0858, -0.4367, -0.6804)
N (-0.6410, 0.3185, 0.1229)
H (1.0749, -0.0345, 0.7377)

Computed properties:
Relative energy (zero: lowest compared OMol25 entry of this formula, charge and spin) = 9.9 kcal/mol
SMILES string = O=NOO
E_HOMO = -11.118 eV
LUMO energy = -0.022 hartree

These are the Mulliken partial charges, in e, on atoms 1 to 2:
1 O -0.26
2 O -0.32

(3)
This record from the OMol25 dataset describes a structure of composition HNO3S. The level of theory is the ωB97M-V functional and the def2-TZVPD basis.

Cartesian coordinates (Å):
S (0.4325, 0.8363, -0.5126)
O (-1.8099, -0.6501, -2.9569)
O (-0.5420, 1.8828, -0.4171)
O (-0.0976, -0.1618, -1.7270)
N (-1.4667, 0.1282, -2.1905)
H (0.0778, -0.2188, 0.7946)

Computed properties:
Relative energy (zero: lowest compared OMol25 entry of this formula, charge and spin) = 38.7 kcal/mol
E_HOMO = -9.957 eV
LUMO energy = -0.022 hartree

These are the Mulliken partial charges, in e, on atoms 1 to 2:
1 S 0.44
2 O -0.27

(4)
This record from the OMol25 dataset describes an isolated molecule of HNO3S. The level of theory is the ωB97M-V functional and the def2-TZVPD basis.

Cartesian coordinates (Å):
S (1.4348, 0.6953, 0.4981)
O (0.0070, 0.9537, -0.2948)
O (-1.9926, -0.0366, -0.5876)
O (-0.4802, -1.0106, 0.5805)
N (-0.9529, -0.1507, -0.0451)
H (1.9839, -0.4512, -0.1511)

Computed properties:
Relative energy (zero: lowest compared OMol25 entry of this formula, charge and spin) = 39.6 kcal/mol
E_HOMO = -9.987 eV
LUMO energy = 0.009 hartree

These are the Mulliken partial charges, in e, on atoms 1 to 2:
1 S -0.01
2 O -0.31

(5)
This record from the OMol25 dataset describes a cluster of 2 separate species, HNOS2 in total. The level of theory is the ωB97M-V functional and the def2-TZVPD basis.

Cartesian coordinates (Å):
S (0.0823, 1.1518, 1.4714)
S (-0.9080, -0.6043, -1.2473)
O (0.7824, 0.9233, -0.0236)
N (-1.2371, -1.5414, -0.1932)
H (1.2804, 0.0706, -0.0074)

Computed properties:
Relative energy (zero: lowest compared OMol25 entry of this formula, charge and spin) = 7.6 kcal/mol
2S+1 = 3
E_HOMO (alpha / beta) = -8.106 / -9.489 eV
LUMO energy (alpha / beta) = -0.031 / -0.077 hartree

These are the Mulliken partial charges, in e, on atoms 1 to 2:
1 S 0.09
2 S 0.20

(6)
This record from the OMol25 dataset describes an isolated molecule of HO2PS. The level of theory is the ωB97M-V functional and the def2-TZVPD basis.

Cartesian coordinates (Å):
S (-1.0727, 1.2539, -0.0404)
P (0.5476, -0.3484, 0.5445)
O (1.3701, -1.0618, 1.5720)
O (-1.2570, 1.2433, -1.4710)
H (0.4120, -1.0870, -0.6051)

Computed properties:
Relative energy (zero: lowest compared OMol25 entry of this formula, charge and spin) = 64.0 kcal/mol
E_HOMO (alpha / beta) = -8.729 / -9.122 eV
LUMO energy (alpha / beta) = -0.067 / -0.064 hartree

These are the Mulliken partial charges, in e, on atoms 1 to 2:
1 S 0.27
2 P 0.52

(7)
This record from the OMol25 dataset describes a structure of composition HO5S2. The level of theory is the ωB97M-V functional and the def2-TZVPD basis.

Cartesian coordinates (Å):
S (-0.5903, -0.3489, 0.9506)
S (0.3732, 1.1954, -1.1578)
O (0.0830, -0.2579, 2.2458)
O (-0.9267, -1.7462, 0.7463)
O (-0.0260, 2.0495, -0.0084)
O (1.1835, -0.2745, -0.3618)
O (-0.7885, 0.4838, -1.6077)
H (0.6919, -1.1011, -0.8070)

Computed properties:
Relative energy (zero: lowest compared OMol25 entry of this formula, charge and spin) = 23.2 kcal/mol
E_HOMO = -4.906 eV
Net charge = -1
LUMO energy = 0.136 hartree

These are the Mulliken partial charges, in e, on atoms 1 to 2:
1 S 0.87
2 S 0.64

(8)
This record from the OMol25 dataset describes a structure of composition HOS3. The level of theory is the ωB97M-V functional and the def2-TZVPD basis.

Cartesian coordinates (Å):
S (0.0801, -0.1287, -0.1472)
S (1.0064, -1.6925, 0.7465)
S (-2.3595, 1.0562, 0.5489)
O (0.2700, 0.0055, -1.5931)
H (1.0030, 0.7595, 0.4450)

Computed properties:
Relative energy (zero: lowest compared OMol25 entry of this formula, charge and spin) = 53.4 kcal/mol
E_HOMO (alpha / beta) = -4.244 / -4.242 eV
Net charge = -1
LUMO energy (alpha / beta) = 0.070 / 0.075 hartree

These are the Mulliken partial charges, in e, on atoms 1 to 2:
1 S 0.25
2 S -0.49

(9)
This record from the OMol25 dataset describes an isolated molecule of HPS2. The level of theory is the ωB97M-V functional and the def2-TZVPD basis.

Cartesian coordinates (Å):
S (-0.2029, -0.0767, 0.3741)
S (-0.6531, 2.1055, 0.5941)
P (-0.2020, -1.8469, -0.8829)
H (1.0580, -0.1820, -0.0853)

Computed properties:
Relative energy (zero: lowest compared OMol25 entry of this formula, charge and spin) = 82.0 kcal/mol
SMILES string = P#[SH]=S
E_HOMO (alpha / beta) = -8.660 / -8.674 eV
LUMO energy (alpha / beta) = -0.087 / -0.098 hartree

These are the Mulliken partial charges, in e, on atoms 1 to 2:
1 S -0.06
2 S -0.29

(10)
This record from the OMol25 dataset describes an isolated molecule of HPS5. The level of theory is the ωB97M-V functional and the def2-TZVPD basis.

Cartesian coordinates (Å):
S (-4.7226, 1.9912, -0.2867)
S (-5.4657, 0.4225, 0.4777)
S (-4.6842, -1.3322, -0.4656)
S (-3.1005, -1.7271, 0.6210)
S (-1.7743, -0.7299, -0.5546)
P (-0.0614, -0.9124, 0.5983)
H (0.4935, -0.6192, -0.5982)

Computed properties:
Relative energy (zero: lowest compared OMol25 entry of this formula, charge and spin) = 51.5 kcal/mol
E_HOMO (alpha / beta) = -8.697 / -7.837 eV
LUMO energy (alpha / beta) = -0.047 / -0.073 hartree

These are the Mulliken partial charges, in e, on atoms 1 to 2:
1 S -0.09
2 S 0.09

(11)
This record from the OMol25 dataset describes a structure of composition HgO20P3V4. The level of theory is the ωB97M-V functional and the def2-TZVPD basis.

Cartesian coordinates (Å):
Hg (0.5818, -4.3623, 4.0658)
V (-0.0983, 4.9497, -5.0928)
V (0.5687, -0.2522, -0.6854)
V (0.2886, -0.9542, -7.3295)
V (-6.2832, -2.9219, 1.3114)
P (3.5031, 1.6437, -4.0419)
P (-2.9744, -2.4812, 6.5863)
P (3.5913, 0.7461, 3.7727)
O (4.9429, 1.7741, -4.5980)
O (-6.9537, -1.6577, 2.0103)
O (-1.5630, 4.4098, -5.1976)
O (-0.8729, 0.0346, -1.3441)
O (2.8532, -0.4455, 4.2828)
O (2.7399, 2.6576, -3.1525)
O (-0.1275, 6.6187, -5.1145)
O (-2.2139, -1.8756, 5.3842)
O (3.2069, 0.1996, -3.8401)
O (-5.0831, -2.3939, 0.3596)
O (5.0182, 0.7786, 4.4162)
O (2.9317, 1.9998, 4.4081)
O (-2.3568, -3.7640, 6.8432)
O (-0.8800, -0.7814, -6.2668)
O (-2.4980, -1.5830, 7.7730)
O (3.4581, 1.1415, 2.2261)
O (-4.4227, -2.8873, 6.9493)
O (-0.5169, -0.7562, -8.6950)
O (2.6387, 1.6892, -5.2822)
O (0.5212, -1.5268, 0.2513)

Computed properties:
E_HOMO = -0.473 eV
Net charge = -3
LUMO energy = 0.033 hartree

These are the Mulliken partial charges, in e, on atoms 1 to 2:
1 Hg 0.02
2 V 1.56

(12)
This record from the OMol25 dataset describes a structure of composition I4V. The level of theory is the ωB97M-V functional and the def2-TZVPD basis.

Cartesian coordinates (Å):
I (24.3241, 13.1146, -9.6183)
I (21.8793, 9.4357, -9.6926)
I (25.6362, 9.7095, -12.1359)
I (25.8655, 9.0740, -7.8171)
V (24.4260, 10.3905, -9.7617)

Computed properties:
Relative energy (zero: lowest compared OMol25 entry of this formula, charge and spin) = 3.0 kcal/mol
2S+1 = 3
E_HOMO (alpha / beta) = -5.830 / -5.824 eV
Net charge = -1
LUMO energy (alpha / beta) = 0.056 / 0.099 hartree

These are the Mulliken partial charges, in e, on atoms 1 to 2:
1 I -0.29
2 I -0.28

Number 1: largest force on an atom 0.039 Eh/bohr. Number 2: largest force on an atom 0.112 Eh/bohr. Number 3: largest force on an atom 0.059 Eh/bohr. Number 4: largest force on an atom 0.047 Eh/bohr. Number 5: largest force on an atom 0.041 Eh/bohr. Number 6: largest force on an atom 0.065 Eh/bohr. Number 7: largest force on an atom 0.075 Eh/bohr. Number 8: largest force on an atom 0.039 Eh/bohr. Number 9: largest force on an atom 0.045 Eh/bohr. Number 10: largest force on an atom 0.036 Eh/bohr. Number 11: largest force on an atom 0.118 Eh/bohr. Number 12: largest force on an atom 0.022 Eh/bohr.